(1)
Computed, not measured: C23H20N6O3STi as an isolated structure, with wB97M-V/def2-TZVPD.

Last column: Löwdin charge in e.
Positions of all 54 atoms, in Å:
C1 -6.464 -0.867 -0.616  -0.063
C2 1.179 -1.566 -3.358  -0.079
H1 0.241 -5.025 0.960  0.098
C3 2.369 2.652 -0.587  -0.191
H2 2.672 1.461 -3.004  0.113
C4 4.203 4.102 0.006  -0.085
N1 1.064 0.969 0.703  -0.109
C5 -4.220 -0.176 -0.313  -0.080
N2 0.793 2.246 3.965  0.059
H3 2.366 -0.320 -4.687  0.101
C6 1.927 -0.412 -3.703  -0.078
H4 1.945 -4.965 0.515  0.096
S1 0.130 -0.207 3.149  0.658
O1 -1.670 -2.301 0.818  -0.026
Ti1 0.018 -0.765 0.733  0.913
C7 0.660 -1.660 -2.105  -0.135
H5 1.512 -3.859 3.746  0.117
C8 1.517 0.443 -1.491  -0.210
C9 2.628 4.794 -1.669  -0.085
H6 5.088 4.293 0.599  0.099
H7 -7.485 -0.657 -0.904  0.105
C10 -4.830 -2.459 0.207  0.001
N3 1.139 1.880 1.741  0.020
C11 1.933 3.604 -1.503  -0.038
H8 2.275 5.528 -2.382  0.100
H9 0.899 3.225 3.755  0.095
C12 3.766 5.045 -0.916  -0.098
H10 -6.903 -2.905 -0.126  0.104
C13 -3.893 -1.451 0.127  -0.087
C14 3.508 2.915 0.170  -0.035
H11 3.842 2.183 0.895  0.114
H12 0.095 -2.530 -1.789  0.111
H13 -5.752 1.137 -1.036  0.122
H14 1.027 -2.369 -4.066  0.097
H15 1.035 3.413 -2.078  0.122
H16 1.476 -5.526 2.139  0.081
C15 -2.441 -1.397 0.432  -0.443
N4 1.460 -3.123 3.066  0.193
H17 0.189 2.016 4.734  0.069
N5 0.805 -0.687 -1.166  -0.039
H18 4.308 5.973 -1.043  0.097
C16 -6.133 -2.145 -0.174  -0.068
O2 1.169 -2.492 0.935  -0.101
H19 -4.564 -3.449 0.551  0.119
C17 1.641 1.371 -0.444  -0.206
C18 -5.505 0.141 -0.693  0.004
H20 1.383 -2.155 3.369  0.008
C19 -2.961 0.662 -0.275  -0.393
O3 -2.856 1.813 -0.602  0.125
C20 0.731 1.419 2.872  -0.824
N6 -1.948 -0.167 0.210  0.054
C21 1.288 -3.396 1.776  -0.534
C22 1.246 -4.828 1.338  0.025
C23 2.096 0.575 -2.780  -0.011

Summary:
- gap between HOMO and LUMO (spin up / spin down) (eV) = 5.7 / 5.7

(2)
Computed, not measured: one molecule with the formula C8H12, with wB97M-V/def2-TZVPD.

Last column: Löwdin charge in e.
Positions of all 20 atoms, in Å:
H1 2.380 -2.235 1.251  0.066
H2 -1.758 1.690 0.669  0.106
C1 -1.023 1.715 -0.128  -0.126
C2 0.506 -0.162 0.716  -0.299
H3 -0.420 -3.071 -0.811  0.074
H4 -2.024 2.675 -1.724  0.073
H5 -1.145 3.785 -0.602  0.063
H6 0.530 0.830 -1.166  0.118
H7 1.016 -0.651 2.618  0.064
C3 0.896 0.200 1.946  0.073
C4 1.507 -2.406 0.633  0.048
H8 -0.530 -1.531 -1.765  0.078
C5 0.567 -1.566 0.222  -0.326
C6 -0.496 -1.984 -0.771  -0.060
C7 -0.007 0.858 -0.212  -0.130
H9 1.570 -3.438 0.320  0.056
H10 -1.470 -1.591 -0.430  0.086
H11 -0.250 2.842 -1.806  0.067
C8 -1.110 2.855 -1.144  -0.096
H12 1.260 1.183 2.183  0.065

Summary:
- SMILES string = C=C(C)C(=C)/C=C/C
- gap between HOMO and LUMO (eV) = 9.6

(3)
Computed, not measured: C72H152IN8O12V2 as an isolated structure, with wB97M-V/def2-TZVPD.

Last column: Löwdin charge in e.
Positions of all 247 atoms, in Å:
H1 20.033 18.844 16.331  0.074
C1 19.153 12.111 20.221  -0.126
C2 15.007 16.643 29.331  -0.516
O1 15.119 23.184 25.727  -0.028
H2 14.793 14.684 30.280  0.141
H3 18.321 9.436 21.023  0.138
C3 11.485 22.330 25.630  -0.119
H4 16.246 16.826 20.784  0.078
C4 16.501 20.481 15.256  -0.057
C5 12.642 15.186 20.023  -0.040
H5 26.675 12.688 16.603  0.134
H6 26.928 16.415 16.990  0.142
H7 14.176 22.030 27.737  0.078
O2 15.771 18.684 28.392  -0.090
H8 14.639 18.373 30.495  0.083
C6 20.094 12.512 17.954  -0.042
H9 14.233 16.055 24.804  0.128
H10 14.450 20.464 25.675  0.077
H11 15.330 9.949 18.436  0.104
H12 11.271 19.340 21.031  0.081
H13 10.205 22.659 23.873  0.107
H14 15.166 22.728 23.036  0.066
H15 12.620 21.346 28.017  0.097
H16 20.518 18.306 22.586  0.065
H17 25.396 12.698 18.950  0.093
H18 13.768 16.280 27.627  0.051
H19 14.618 13.327 27.495  0.119
H20 25.053 16.419 20.367  0.106
H21 18.383 16.710 13.792  0.133
H22 15.681 21.195 14.975  0.101
H23 18.931 9.981 16.631  0.148
H24 19.036 17.597 19.926  0.141
H25 14.385 19.549 13.811  0.086
H26 24.681 11.752 17.753  0.070
H27 12.774 14.491 19.208  0.094
C7 27.245 14.472 17.795  -0.170
C8 18.659 19.577 22.510  -0.421
C9 19.773 18.717 23.249  -0.047
H28 23.653 12.775 18.749  0.106
H29 20.420 13.395 18.425  0.059
H30 24.202 15.007 20.040  0.085
H31 18.360 14.137 18.064  0.064
H32 11.563 13.625 23.488  0.082
C10 14.626 18.908 14.660  -0.018
O3 16.208 18.415 17.065  -0.078
H33 14.297 10.107 25.786  0.105
H34 16.362 13.109 27.047  0.113
H35 14.034 15.180 22.586  0.102
H36 15.338 10.701 27.113  0.095
H37 17.857 20.662 24.179  0.114
H38 12.865 19.912 25.994  0.081
C11 16.863 19.977 19.864  0.017
H39 25.962 14.921 20.046  0.065
C12 13.576 14.065 24.345  -0.521
C13 14.788 17.312 30.650  -0.049
H40 17.004 13.380 18.924  0.082
C14 16.056 10.753 18.710  -0.013
H41 18.260 18.940 27.585  0.100
H42 13.822 25.769 24.851  0.082
H43 10.025 18.736 19.795  0.064
H44 18.063 11.802 22.192  0.120
H45 19.001 18.367 29.983  0.072
O4 18.247 10.637 16.979  -0.042
C15 16.118 11.926 24.702  -0.027
I1 20.722 14.970 23.128  0.461
C16 18.973 19.028 16.376  -0.008
H46 24.332 12.124 15.666  0.127
C17 14.922 12.198 25.586  -0.530
O5 17.518 16.191 23.249  -0.243
H47 17.385 19.054 29.988  0.086
C18 8.990 16.809 21.487  -0.138
H48 13.434 22.034 22.710  0.085
H49 12.757 17.582 22.446  0.091
H50 16.508 20.601 16.344  0.071
H51 13.885 16.948 31.135  0.087
H52 16.548 21.258 22.210  0.100
H53 13.691 17.959 28.339  0.080
C19 12.971 22.149 25.939  -0.547
C20 18.340 18.797 13.313  -0.171
C21 17.942 15.727 28.949  -0.109
N1 13.677 23.324 25.460  -0.064
H54 17.870 15.792 16.180  0.085
H55 16.291 11.295 17.834  0.045
C22 15.370 15.191 29.467  -0.115
C23 16.879 15.092 29.876  -0.152
H56 16.466 19.732 12.760  0.102
H57 16.150 19.833 19.072  0.094
C24 16.736 18.831 20.863  -0.472
H58 12.588 14.674 20.938  0.039
H59 15.723 17.597 17.320  0.102
C25 10.214 15.432 19.864  -0.140
H60 17.078 12.206 20.827  0.086
H61 12.569 17.878 19.080  0.082
N2 24.392 15.099 17.311  -0.091
H62 17.776 19.959 19.404  0.050
C26 17.353 10.047 19.115  -0.476
C27 18.176 17.866 15.710  -0.477
C28 17.569 17.246 28.815  -0.489
O6 19.220 18.459 20.491  -0.091
C29 17.372 8.542 18.845  -0.030
H63 15.230 24.064 26.151  0.115
O7 21.386 15.172 15.583  -0.385
H64 12.271 16.639 17.967  0.082
H65 15.401 18.786 27.491  0.098
H66 10.302 14.543 20.419  0.103
H67 17.894 15.360 27.912  0.103
C30 18.288 17.815 27.581  -0.056
H68 10.555 17.225 23.808  0.095
H69 20.126 11.555 20.380  0.144
V1 18.712 16.435 22.314  0.542
C31 24.107 13.213 15.881  -0.061
H70 12.808 16.704 29.038  0.093
H71 8.127 17.353 21.815  0.115
H72 17.879 17.311 26.695  0.074
H73 13.638 15.712 20.156  0.087
H74 15.509 17.193 31.508  0.097
H75 16.823 20.923 20.361  0.069
H76 15.350 14.167 23.174  0.038
H77 15.625 11.417 19.431  0.067
H78 14.411 17.932 14.353  0.057
C32 16.145 17.712 20.186  -0.036
H79 15.145 14.628 28.539  0.069
H80 10.065 15.036 18.820  0.147
H81 18.638 18.407 12.340  0.118
H82 11.915 15.309 23.825  0.059
C33 17.965 18.119 30.043  -0.012
C34 25.223 15.998 18.350  -0.489
H83 11.543 24.803 24.238  0.148
N3 18.135 18.541 21.546  -0.040
H84 17.202 19.069 24.177  0.119
H85 16.878 7.931 19.565  0.079
H86 19.909 12.782 16.926  0.083
H87 16.923 8.237 17.931  0.072
O8 23.112 14.978 17.904  -0.286
C35 24.865 13.645 17.063  -0.501
C36 13.480 23.821 24.109  -0.519
C37 16.174 19.091 14.783  -0.514
H88 25.403 18.068 18.858  0.099
H89 15.929 15.334 26.602  0.044
H90 19.480 16.356 16.366  0.074
H91 10.947 21.417 26.003  0.139
H92 18.510 21.362 21.222  0.103
H93 17.429 12.837 17.325  0.061
H94 14.076 13.374 22.331  0.070
H95 17.080 14.020 30.003  0.106
H96 24.866 17.734 17.149  0.092
C38 12.061 14.292 24.192  -0.016
H97 8.741 16.872 19.312  0.112
N4 13.733 12.713 24.935  -0.071
H98 16.326 12.803 24.100  0.049
H99 18.800 18.980 17.451  0.058
C39 18.849 12.057 18.746  -0.481
H100 19.798 17.556 14.348  0.120
C40 26.414 13.740 16.787  -0.122
O9 12.637 17.509 21.489  -0.068
H101 8.113 15.503 20.130  0.112
H102 19.409 13.119 20.548  0.067
O10 18.557 15.698 20.748  -0.279
C41 15.595 14.658 25.878  -0.152
N5 16.098 17.281 28.425  -0.045
C42 17.588 10.226 20.690  -0.140
H103 18.770 20.039 16.048  0.061
C43 13.380 20.737 25.486  -0.036
H104 13.502 15.105 26.280  0.113
H105 13.967 19.046 15.495  0.072
C44 13.125 22.184 27.464  -0.046
C45 12.010 23.891 23.760  -0.164
H106 18.097 16.830 17.542  0.050
C46 11.499 16.178 19.974  -0.508
H107 9.420 18.602 23.455  0.105
H108 12.446 11.508 24.159  0.085
C47 14.293 14.140 23.020  -0.032
O11 13.328 11.749 23.927  -0.016
C48 10.262 17.708 21.678  -0.523
H109 12.686 23.098 27.883  0.089
C49 18.421 16.639 16.537  -0.046
H110 19.305 17.567 27.631  0.056
C50 17.526 19.891 23.553  -0.079
N6 11.427 16.844 21.316  -0.088
H111 10.891 17.545 18.296  0.082
H112 27.148 16.524 18.707  0.124
H113 27.289 13.851 18.714  0.113
H114 15.502 20.666 23.475  0.074
H115 14.880 19.416 21.486  0.133
H116 13.724 11.232 27.080  0.075
H117 15.677 18.344 22.582  0.137
H118 16.543 17.530 19.233  0.059
C51 8.925 16.206 20.153  -0.189
C52 10.374 18.106 23.133  -0.050
C53 14.162 15.070 25.357  -0.105
H119 26.586 14.238 15.841  0.119
H120 16.975 11.682 25.323  0.095
H121 13.222 20.669 24.359  0.072
N7 18.482 10.659 18.399  -0.090
H122 20.896 11.788 18.031  0.087
H123 16.367 14.609 25.074  0.094
H124 18.072 14.910 20.486  0.048
H125 24.323 13.716 14.952  0.094
H126 13.785 25.741 23.143  0.081
H127 16.373 18.043 12.966  0.117
H128 11.657 21.830 23.480  0.097
C54 24.808 17.422 18.211  -0.063
H129 19.859 21.418 22.391  0.096
C55 26.678 15.902 17.953  -0.136
O12 22.597 17.325 16.275  -0.348
H130 17.691 17.546 30.934  0.066
H131 23.034 13.173 16.013  0.071
H132 11.647 14.102 25.191  0.094
H133 19.243 17.998 23.807  0.018
V2 22.633 15.773 16.386  0.894
H134 9.114 15.970 22.221  0.137
C56 15.835 19.249 21.964  -0.145
C57 14.539 11.016 26.417  -0.051
H135 11.119 18.883 23.275  0.061
H136 19.966 20.332 20.934  0.090
H137 11.156 23.222 26.168  0.119
H138 20.285 19.342 24.028  0.139
C58 14.079 22.934 22.947  -0.023
C59 17.862 13.176 18.228  -0.032
C60 17.945 11.599 21.091  -0.188
C61 13.748 16.882 28.532  -0.026
C62 10.229 18.995 20.843  -0.019
H139 18.959 15.632 29.260  0.109
C63 11.783 17.149 18.814  -0.032
H140 17.479 20.914 14.917  0.087
C64 19.334 20.730 21.732  0.008
H141 23.756 17.538 18.538  0.088
C65 16.288 20.389 22.817  -0.167
C66 25.130 15.492 19.758  -0.018
C67 15.368 13.319 26.654  -0.113
H142 16.629 10.058 21.171  0.115
C68 18.706 17.663 14.248  -0.122
H143 11.960 24.036 22.702  0.113
H144 28.243 14.520 17.463  0.100
C69 16.831 18.945 13.348  -0.112
H145 9.469 19.705 21.348  0.118
H146 15.169 25.109 23.958  0.083
C70 14.095 25.201 24.000  -0.032
H147 15.936 11.096 24.064  0.073
C71 24.607 12.703 18.178  -0.029
H148 14.106 23.633 22.118  0.077
H149 17.043 15.498 30.900  0.106
H150 18.414 8.341 18.858  0.076
H151 18.895 19.668 13.534  0.095
H152 15.090 17.904 20.129  0.098
C72 11.250 22.659 24.134  -0.178
N8 16.699 18.080 15.670  -0.027

Summary:
- net charge = +1
- gap between HOMO and LUMO (eV) = 4.7

(4)
Computed, not measured: one molecule with the formula C2HNO, with wB97M-V/def2-TZVPD.

Last column: Löwdin charge in e.
Positions of all 5 atoms, in Å:
H1 -0.978 0.942 0.506  0.124
O1 -1.300 -0.935 -0.195  0.094
C1 -0.598 -0.003 0.082  -0.248
C2 0.864 -0.019 -0.124  -0.139
N1 2.012 0.016 -0.268  0.170

Summary:
- SMILES string = N#CC=O
- gap between HOMO and LUMO (eV) = 10.9

(5)
Computed, not measured: one molecule with the formula C7H13N3O4, with wB97M-V/def2-TZVPD.

Last column: Löwdin charge in e.
Positions of all 27 atoms, in Å:
H1 0.127 0.161 4.245  0.064
H2 -0.326 0.463 -0.677  0.145
H3 -1.258 -0.510 1.776  0.095
C1 0.001 -0.569 -0.651  -0.180
O1 -2.252 -1.475 -1.015  0.158
H4 1.954 -0.288 -0.014  0.111
C2 0.933 -0.109 1.665  -0.449
H5 0.599 1.630 -4.521  0.153
C3 -1.147 -1.604 -0.403  -0.553
H6 -0.673 -1.109 3.763  0.034
N1 1.074 -0.530 0.352  0.108
N2 -0.608 -0.158 3.662  0.061
N3 0.867 1.101 -3.646  0.160
H7 -1.935 -0.944 -1.870  0.156
C4 0.140 0.119 -2.976  -0.499
O2 1.882 0.081 2.401  0.061
O3 -0.874 -2.561 0.287  0.121
C5 -0.653 1.648 2.003  -0.029
C6 -0.532 0.101 2.190  -0.281
C7 0.848 -0.735 -1.937  -0.035
H8 -1.333 2.061 1.306  0.054
H9 -0.750 2.099 2.978  0.071
H10 1.835 -0.355 -1.990  0.098
O4 -1.035 -0.002 -3.261  0.050
H11 1.014 -1.759 -2.245  0.147
H12 0.406 1.962 1.705  0.100
H13 1.696 1.281 -3.126  0.078

Summary:
- SMILES string = C[C@H](N)C(=O)N[C@@H](CC(N)=O)C(=O)O
- gap between HOMO and LUMO (eV) = 9.3

(6)
Computed, not measured: C21H30Br3CaClF7KN4O8PS as an isolated structure, with wB97M-V/def2-TZVPD.

Last column: Löwdin charge in e.
Positions of all 78 atoms, in Å:
H1 -7.075 1.304 3.906  0.121
H2 -0.275 -2.077 -0.688  -0.018
C1 10.430 -1.615 1.452  0.025
H3 10.891 -1.191 2.335  0.122
H4 -8.352 -3.289 5.827  0.007
C2 -7.684 -2.475 5.419  -0.368
H5 -5.858 -1.040 3.298  0.141
H6 5.965 -3.308 0.011  0.060
Br1 -2.685 -1.464 -0.778  0.722
H7 -0.185 3.702 -7.192  0.102
H8 -2.112 -0.847 -4.804  0.101
S1 -6.513 -0.849 0.877  0.757
H9 8.871 -2.645 2.461  0.094
H10 -1.759 -1.381 -3.196  0.003
K1 2.158 1.093 -0.266  0.584
C3 8.739 -2.962 0.299  -0.341
O1 -7.724 -0.320 0.160  -0.324
C4 4.852 -2.562 1.679  -0.635
C5 5.346 -3.700 0.805  -0.022
Br2 -1.028 -3.017 1.489  0.627
C6 9.349 -2.394 1.519  0.038
C7 -2.185 4.495 -7.304  -0.074
C8 -4.416 0.477 1.588  -0.293
O2 7.753 -3.676 0.359  0.045
C9 -1.164 3.756 -6.728  -0.155
C10 -3.578 3.815 -5.483  -0.073
C11 9.370 -2.632 -0.999  0.023
F1 6.612 4.680 1.854  -0.174
C12 -0.168 -0.529 -4.112  -0.686
H11 -2.022 5.035 -8.228  0.102
F2 5.024 5.759 2.774  -0.163
H12 -6.640 -2.686 5.886  -0.072
P1 5.170 5.124 1.312  0.138
N1 -1.457 -0.947 -4.051  0.155
H13 -8.028 -1.480 5.846  0.068
Ca1 -0.291 1.189 2.976  0.910
O3 -5.271 0.218 0.459  -0.298
F3 3.956 4.183 1.794  -0.208
H14 10.924 -1.604 -2.005  0.118
O4 12.046 -0.574 0.095  0.094
C13 -6.658 0.990 2.914  -0.152
C14 -0.959 -1.699 0.071  -1.489
H15 -7.188 1.466 2.031  0.117
F4 3.988 5.972 0.567  -0.204
H16 -4.106 -0.526 2.023  0.111
C15 -3.416 4.521 -6.666  -0.079
O5 5.179 -2.615 2.902  0.110
O6 0.619 -0.662 -3.177  -0.011
H17 5.927 -4.417 1.379  0.079
F5 5.402 3.962 0.234  -0.175
F6 7.145 -2.637 3.689  -0.288
C16 -8.056 -1.275 3.282  -0.205
C17 -6.727 -0.607 2.708  -0.295
N2 -1.294 3.067 -5.586  0.046
H18 4.491 -4.221 0.361  0.086
C18 -5.103 1.370 2.728  -0.163
C19 -2.493 3.110 -4.988  -0.157
H19 8.908 -3.057 -1.882  0.118
C20 11.061 -1.286 0.157  -0.392
O7 -6.229 -2.257 0.495  -0.312
O8 4.172 -1.686 1.107  0.022
H20 -4.612 1.091 3.718  0.115
H21 -8.546 -0.535 3.993  0.118
H22 -0.442 0.167 -6.058  0.093
H23 -2.569 2.546 -4.064  0.100
H24 -6.814 -2.936 3.587  0.081
H25 -3.450 1.000 1.297  0.090
F7 5.996 6.319 0.572  -0.192
Cl1 -6.507 -4.617 6.110  -0.270
C21 10.449 -1.854 -1.065  0.016
H26 -8.831 -1.503 2.488  0.121
H27 -4.240 5.087 -7.085  0.107
Br3 -0.219 0.015 0.710  0.250
H28 -4.964 2.460 2.483  0.111
N3 0.185 0.047 -5.284  0.162
H29 1.132 0.371 -5.370  0.110
H30 -4.524 3.813 -4.958  0.104
N4 -7.693 -2.551 3.934  -0.131

Summary:
- net charge = -1
- gap between HOMO and LUMO (eV) = 1.2

| no. | strongest force on any atom (eV/Å) |
| --- | --- |
| 1 | 0.6 |
| 2 | 1.8 |
| 3 | 3.5 |
| 4 | 1.2 |
| 5 | 4.9 |
| 6 | 4.5 |